#a
Entry from the OMol25 dataset: a single C5H4N4 molecule (wB97M-V/def2-TZVPD).

The SMILES is [H]/N=C1/N=Cn2nccc21. The HOMO-LUMO gap comes out at 8.959 eV. As for the LUMO energy: -0.84 eV. Its spin multiplicity is 1. The HOMO energy comes out at -9.8 eV.

```
13
C5H4N4, DFT wB97M-V/def2-TZVPD
C 1.537 -0.187 0.016
C 0.743 1.786 0.049
C -2.101 -0.315 -0.036
C -0.968 -1.163 0.099
C 0.123 -0.345 -0.024
H 1.968 -1.916 -0.030
H 0.687 2.911 0.063
H -3.163 -0.601 -0.117
H -1.040 -2.171 0.191
N 2.481 -1.064 -0.100
N 1.870 1.193 0.017
N -0.397 0.887 -0.057
N -1.740 0.987 -0.071
```

***

#b
Entry from the OMol25 dataset: a single C5H4N4 molecule (wB97M-V/def2-TZVPD).

The SMILES is C=NN1CC1(C#N)C#N. The HOMO-LUMO gap comes out at 9.983 eV. As for the LUMO energy: 0.28 eV. Its spin multiplicity is 1. The HOMO energy comes out at -9.7 eV.

```
13
C5H4N4, DFT wB97M-V/def2-TZVPD
C -2.267 -1.372 -0.144
C -3.012 1.045 -0.258
C 1.135 -0.168 -1.449
C -1.131 0.071 1.393
C -2.111 0.023 0.184
N -2.337 -2.502 -0.275
N -3.707 1.769 -0.777
N 0.577 0.103 -0.342
N -0.608 0.482 0.143
H 2.270 -0.232 -1.300
H 0.725 -0.509 -2.461
H -0.981 0.832 2.158
H -0.739 -0.947 1.667
```

***

Most favorable structure: #a. The second most favorable one is 0.1180 hartree above it.

***

#a
Entry from the OMol25 dataset: 2 unconnected molecules or ions with the total composition C2H8N (wB97M-V/def2-TZVPD).

The HOMO-LUMO gap comes out at 5.529 eV. Its charge is +1. As for the LUMO energy: -10.77 eV. Its spin multiplicity is 1. The HOMO energy comes out at -16.3 eV.

```
11
C2H8N, DFT wB97M-V/def2-TZVPD
C -1.901 0.300 1.155
N 0.732 -0.681 -0.435
C 1.776 0.041 -1.080
H -0.939 0.004 0.675
H -2.780 -0.066 0.558
H -1.870 -0.155 2.121
H 0.798 -1.645 -0.525
H -1.953 1.397 1.260
H 2.712 -0.483 -1.063
H 1.493 0.315 -2.108
H 1.933 0.975 -0.557
```

***

#b
Entry from the OMol25 dataset: 2 unconnected molecules or ions with the total composition C2H8N (wB97M-V/def2-TZVPD).

The HOMO-LUMO gap comes out at 10.850 eV. Its charge is +1. As for the LUMO energy: -4.03 eV. Its spin multiplicity is 1. The HOMO energy comes out at -14.9 eV.

```
11
C2H8N, DFT wB97M-V/def2-TZVPD
C 0.780 -0.276 -1.337
C -0.539 0.088 -1.362
H 1.118 -1.299 -1.347
H 1.545 0.473 -1.460
H -1.299 -0.682 -1.216
H -0.816 1.156 -1.489
N -0.159 0.085 1.641
H 0.047 -0.827 2.003
H -1.149 0.365 1.642
H 0.299 0.758 2.252
H 0.173 0.159 0.674
```

***

Most favorable structure: #b. The second most favorable one is 0.1912 hartree above it.

***

#a
Entry from the OMol25 dataset: a single C4H4N2 molecule (wB97M-V/def2-TZVPD).

The HOMO-LUMO gap (spin up / spin down) comes out at 7.652 / 7.564 eV. As for the LUMO energy (spin up / spin down): -0.44 / -0.43 eV. Its spin multiplicity is 1. The HOMO energy (spin up / spin down) comes out at -8.1 / -8.0 eV.

```
10
C4H4N2, DFT wB97M-V/def2-TZVPD
N 1.188 0.849 0.555
C 0.133 -0.026 0.295
C -0.365 -0.197 -1.033
C -0.717 -0.319 -2.184
C -0.498 -0.735 1.386
N -0.933 -1.446 2.235
H 2.095 0.407 0.676
H 1.250 1.611 -0.107
H -1.108 0.290 1.374
H -1.046 -0.434 -3.197
```

***

#b
Entry from the OMol25 dataset: a single C4H4N2 molecule (wB97M-V/def2-TZVPD).

The SMILES is c1ccnnc1. The HOMO-LUMO gap comes out at 9.776 eV. As for the LUMO energy: 0.45 eV. Its spin multiplicity is 1. The HOMO energy comes out at -9.3 eV.

```
10
C4H4N2, DFT wB97M-V/def2-TZVPD
C 0.669 0.828 -0.013
C 1.333 -0.398 -0.135
N 0.688 -1.565 -0.084
N -0.611 -1.589 0.176
C -1.313 -0.454 0.159
C -0.709 0.794 -0.034
H 1.173 1.783 0.122
H 2.406 -0.484 -0.318
H -2.381 -0.582 0.347
H -1.258 1.714 -0.224
```

***

#c
Entry from the OMol25 dataset: a single C4H4N2 molecule (wB97M-V/def2-TZVPD).

The SMILES is c1ccnnc1. The HOMO-LUMO gap comes out at 9.733 eV. As for the LUMO energy: 0.15 eV. Its spin multiplicity is 1. The HOMO energy comes out at -9.6 eV.

```
10
C4H4N2, DFT wB97M-V/def2-TZVPD
C -0.507 -0.149 -0.910
C 0.173 1.097 -0.775
N 0.977 1.418 0.207
N 1.332 0.415 1.029
C 0.483 -0.576 1.126
C -0.654 -0.773 0.287
H -0.896 -0.537 -1.849
H -0.206 1.919 -1.366
H 0.814 -1.433 1.694
H -1.515 -1.380 0.556
```

***

#d
Entry from the OMol25 dataset: a single C4H4N2 molecule (wB97M-V/def2-TZVPD).

The HOMO-LUMO gap comes out at 10.876 eV. As for the LUMO energy: 0.54 eV. Its spin multiplicity is 1. The HOMO energy comes out at -10.3 eV.

```
10
C4H4N2, DFT wB97M-V/def2-TZVPD
N -1.007 -1.075 -0.100
C -0.371 0.058 0.427
C 1.079 0.046 0.175
C 2.274 -0.019 0.042
C -0.771 1.638 -1.055
N -1.114 1.528 0.083
H -0.827 -1.253 -1.082
H -1.998 -1.106 0.102
H -0.565 0.151 1.484
H 3.338 -0.062 -0.081
```

***

Most favorable structure: #b. The second most favorable one is 0.0338 hartree above it.

***

#a
Entry from the OMol25 dataset: 2 unconnected molecules or ions with the total composition C4H4N2 (wB97M-V/def2-TZVPD).

The HOMO-LUMO gap (spin up / spin down) comes out at 7.073 / 7.066 eV. As for the LUMO energy (spin up / spin down): 0.16 / 0.16 eV. Its spin multiplicity is 1. The HOMO energy (spin up / spin down) comes out at -6.9 / -6.9 eV.

```
10
C4H4N2, DFT wB97M-V/def2-TZVPD
C 0.553 1.178 -0.317
C 0.808 -0.301 -0.217
N 0.531 -2.352 -0.206
N -0.459 -2.304 0.323
C -0.627 -0.174 0.024
C -0.572 1.193 0.454
H 0.941 1.867 -1.067
H 1.491 -0.454 0.631
H -1.475 -0.566 -0.560
H -1.190 1.911 0.936
```

***

#b
Entry from the OMol25 dataset: a molecular structure, C4H4N2 (wB97M-V/def2-TZVPD).

The HOMO-LUMO gap comes out at 10.071 eV. As for the LUMO energy: 0.13 eV. Its spin multiplicity is 1. The HOMO energy comes out at -9.9 eV.

```
10
C4H4N2, DFT wB97M-V/def2-TZVPD
C -0.950 -0.088 -1.185
C 0.725 1.191 1.311
N -0.864 1.076 -0.661
N 0.455 -1.872 -0.125
C -0.011 -0.688 -0.263
C 0.068 0.625 0.308
H 0.058 -2.497 -0.833
H -1.470 -0.596 -2.000
H 1.402 0.606 1.923
H 0.587 2.244 1.524
```

***

#c
Entry from the OMol25 dataset: a single C4H4N2 molecule (wB97M-V/def2-TZVPD).

The SMILES is c1ccnnc1. The HOMO-LUMO gap comes out at 9.820 eV. As for the LUMO energy: 0.49 eV. Its spin multiplicity is 1. The HOMO energy comes out at -9.3 eV.

```
10
C4H4N2, DFT wB97M-V/def2-TZVPD
C -0.425 0.117 -0.974
C -1.274 0.601 0.031
N -0.955 0.524 1.337
N 0.168 -0.066 1.715
C 1.061 -0.478 0.794
C 0.827 -0.349 -0.581
H -0.676 0.065 -2.036
H -2.242 1.084 -0.152
H 1.962 -0.927 1.233
H 1.554 -0.572 -1.366
```

***

Most favorable structure: #c. The second most favorable one is 0.0603 hartree above it.

***

#a
Entry from the OMol25 dataset: a single C3H3FS molecule (wB97M-V/def2-TZVPD).

The SMILES is C=CC(F)=S. The HOMO-LUMO gap (spin up / spin down) comes out at 8.652 / 8.651 eV. As for the LUMO energy (spin up / spin down): -1.00 / -1.00 eV. Its spin multiplicity is 1. The HOMO energy (spin up / spin down) comes out at -9.6 / -9.6 eV.

```
8
C3H3FS, DFT wB97M-V/def2-TZVPD
C -0.495 0.497 1.109
C 0.216 0.472 -0.054
C 0.394 -0.715 -0.904
F -0.332 -1.812 -0.356
S 1.219 -0.950 -2.252
H -0.606 1.409 1.615
H -1.169 -0.283 1.400
H 0.773 1.382 -0.557
```

***

#b
Entry from the OMol25 dataset: 2 unconnected molecules or ions with the total composition C3H3FS (wB97M-V/def2-TZVPD).

The SMILES is C#CC=S.F. The HOMO-LUMO gap comes out at 8.071 eV. As for the LUMO energy: -1.26 eV. Its spin multiplicity is 1. The HOMO energy comes out at -9.3 eV.

```
8
C3H3FS, DFT wB97M-V/def2-TZVPD
C -0.880 -0.850 0.481
C -1.627 0.258 -0.010
C -2.270 1.201 -0.402
H 3.939 -0.221 -0.345
H -1.013 -1.059 1.544
H -2.832 2.033 -0.768
F 4.575 0.406 -0.088
S 0.109 -1.769 -0.413
```

***

Most favorable structure: #a. The second most favorable one is 0.0482 hartree above it.

***

#a
Entry from the OMol25 dataset: a single C5H8N2O2 molecule (wB97M-V/def2-TZVPD).

The HOMO-LUMO gap comes out at 7.614 eV. As for the LUMO energy: 0.13 eV. Its spin multiplicity is 1. The HOMO energy comes out at -7.5 eV.

```
17
C5H8N2O2, DFT wB97M-V/def2-TZVPD
C 1.364 -0.668 -0.781
C -0.456 -1.283 0.934
C 0.405 0.861 -0.625
N -1.091 -0.820 2.037
N -0.734 0.718 -1.415
C 0.714 -0.467 0.473
C 0.852 2.056 -0.182
O 0.838 -1.563 -1.617
O -0.864 -2.264 0.311
H 0.166 -2.129 -1.163
H -0.876 0.088 2.415
H -1.938 -1.281 2.331
H -0.684 0.023 -2.147
H -1.129 1.595 -1.721
H 1.295 0.029 1.239
H 0.491 2.970 -0.633
H 1.645 2.135 0.545
```

***

#b
Entry from the OMol25 dataset: a single C5H8N2O2 molecule (wB97M-V/def2-TZVPD).

The SMILES is C[C@H]1NN=CC(=O)[C@@H]1O. The HOMO-LUMO gap comes out at 9.464 eV. As for the LUMO energy: 0.27 eV. Its spin multiplicity is 1. The HOMO energy comes out at -9.2 eV.

```
17
C5H8N2O2, DFT wB97M-V/def2-TZVPD
C -1.713 -0.571 1.369
C -1.180 -0.600 -0.063
C 0.747 1.532 0.066
C 1.174 0.113 0.378
C 0.284 -1.011 -0.134
H -1.568 -1.588 1.773
H -1.168 0.098 1.981
H -2.740 -0.275 1.496
H -1.846 -1.290 -0.675
H -2.156 1.054 -0.915
H 1.294 2.399 0.361
H 0.483 -1.921 0.402
H 0.296 -0.673 -2.075
N -1.191 0.714 -0.779
N -0.440 1.728 -0.454
O 2.153 -0.142 0.990
O 0.717 -1.318 -1.417
```

***

Most favorable structure: #b. The second most favorable one is 0.0640 hartree above it.

***

#a
Entry from the OMol25 dataset: a molecular structure, C3H9S2 (wB97M-V/def2-TZVPD).

The HOMO-LUMO gap comes out at 6.790 eV. Its charge is -1. As for the LUMO energy: 3.84 eV. Its spin multiplicity is 1. The HOMO energy comes out at -2.9 eV.

```
14
C3H9S2, DFT wB97M-V/def2-TZVPD
C 0.403 1.268 2.100
S 0.456 1.942 0.379
H -0.511 1.621 2.578
H 1.274 1.597 2.663
H 0.358 0.182 2.039
C 1.307 -1.756 -0.877
C -0.177 -2.140 -0.716
S -1.246 -0.645 -0.705
H 1.409 -0.868 -1.483
H 1.738 -1.579 0.108
H 1.867 -2.588 -1.320
H -0.283 -2.733 0.193
H -0.491 -2.740 -1.570
H -0.248 0.492 -0.192
```

***

#b
Entry from the OMol25 dataset: 2 unconnected molecules or ions with the total composition C3H9S2 (wB97M-V/def2-TZVPD).

The HOMO-LUMO gap comes out at 4.560 eV. Its charge is -1. As for the LUMO energy: 2.69 eV. Its spin multiplicity is 1. The HOMO energy comes out at -1.9 eV.

```
14
C3H9S2, DFT wB97M-V/def2-TZVPD
C -2.006 1.647 3.190
S -2.023 0.309 4.414
H -1.585 1.240 2.264
H -3.073 1.801 2.908
H -1.678 2.559 3.588
C 0.108 -1.386 -1.195
S 1.826 -1.841 -1.571
C 2.219 -0.267 -2.494
H -0.110 -1.792 -0.211
H -0.536 -2.045 -1.843
H -0.003 -0.294 -1.119
H 2.155 0.442 -1.623
H 3.252 -0.250 -2.933
H 1.454 -0.123 -3.375
```

***

#c
Entry from the OMol25 dataset: 2 unconnected molecules or ions with the total composition C3H9S2 (wB97M-V/def2-TZVPD).

The HOMO-LUMO gap comes out at 6.175 eV. Its charge is -1. As for the LUMO energy: 3.57 eV. Its spin multiplicity is 1. The HOMO energy comes out at -2.6 eV.

```
14
C3H9S2, DFT wB97M-V/def2-TZVPD
C -2.228 -0.074 1.377
S -0.595 -0.011 2.055
H -2.243 -0.900 0.664
H -2.700 0.719 0.773
H -2.907 -0.388 2.185
C 1.128 -1.504 -1.911
C 1.565 -0.395 -0.885
S 0.474 1.069 -1.216
H 0.096 -1.785 -1.675
H 1.130 -0.979 -2.865
H 1.791 -2.385 -1.793
H 2.616 -0.165 -1.118
H 1.458 -0.756 0.136
H -0.030 0.870 0.053
```

***

Most favorable structure: #a. The second most favorable one is 0.0078 hartree above it.

***

#a
Entry from the OMol25 dataset: 2 unconnected molecules or ions with the total composition C3H5FO (wB97M-V/def2-TZVPD).

The HOMO-LUMO gap comes out at 10.499 eV. As for the LUMO energy: 0.66 eV. Its spin multiplicity is 1. The HOMO energy comes out at -9.8 eV.

```
10
C3H5FO, DFT wB97M-V/def2-TZVPD
C -1.491 -0.182 -0.278
C -0.600 0.326 0.630
C 2.930 -0.133 0.649
O 2.665 0.806 -0.148
F 3.165 -1.263 0.034
H -1.569 0.484 -1.222
H -2.188 -1.026 -0.196
H -0.209 1.326 0.391
H -0.308 -0.022 1.549
H 2.740 0.757 -1.077
```

***

#b
Entry from the OMol25 dataset: a single C3H5FO molecule (wB97M-V/def2-TZVPD).

The SMILES is FC[C@H]1CO1. The HOMO-LUMO gap comes out at 11.508 eV. As for the LUMO energy: 1.00 eV. Its spin multiplicity is 1. The HOMO energy comes out at -10.5 eV.

```
10
C3H5FO, DFT wB97M-V/def2-TZVPD
C -0.919 -0.949 0.082
C -0.308 0.571 0.106
C 1.191 0.695 0.143
H -2.120 -0.983 -0.112
H -0.365 -1.318 -0.965
H -1.028 1.599 0.355
H 2.003 -0.308 0.110
H 1.357 1.761 0.337
O 0.526 0.840 -1.175
F -0.336 -1.908 1.119
```

***

#c
Entry from the OMol25 dataset: a single C3H5FO molecule (wB97M-V/def2-TZVPD).

The SMILES is FC[C@H]1CO1. The HOMO-LUMO gap comes out at 11.271 eV. As for the LUMO energy: 0.98 eV. Its spin multiplicity is 1. The HOMO energy comes out at -10.3 eV.

```
10
C3H5FO, DFT wB97M-V/def2-TZVPD
C 1.233 0.686 0.237
C -0.081 0.004 -0.314
C -1.370 -0.528 0.260
H 1.683 1.437 -0.133
H 1.186 0.630 1.438
H -0.017 -0.722 -1.392
H -1.773 -0.591 1.347
H -1.635 -1.451 -0.615
O -1.358 0.852 -0.503
F 2.133 -0.316 -0.323
```

***

Most favorable structure: #a. The second most favorable one is 0.0398 hartree above it.